[1]
Entry from OMol25: C5H8O as an isolated structure (ωB97M-V/def2-TZVPD).

## Properties
E_tot, eV: -7358.2004
2S+1: 1
Orbital gap, hartree: 0.3527

Geometry as XYZ:
```
14
Properties=species:S:1:pos:R:3:forces:R:3
C -0.810 0.857 0.907 0.1304 0.1902 0.2083
H 1.441 1.048 0.302 0.0145 0.1395 -0.0703
H 0.752 0.878 -1.422 0.0394 -0.0899 0.1539
C 0.514 -0.814 -0.016 -0.0144 -0.1470 -0.0035
C 0.556 0.213 1.065 -0.2489 -0.1242 0.0177
H -1.465 -1.691 0.024 0.0644 0.1391 -0.0461
C 1.286 0.336 -0.644 0.0893 0.0151 -0.2534
C -0.923 -0.903 -0.524 0.0782 -0.2211 -0.0680
H 2.330 0.112 -0.861 -0.1771 0.0438 0.1163
H -1.354 0.529 1.810 0.0788 0.0128 -0.1262
H 1.058 -1.749 0.105 -0.0838 0.1616 -0.0223
H -1.011 -1.102 -1.597 0.0353 0.0283 0.1390
O -1.462 0.377 -0.268 -0.0655 0.0207 -0.0498
H -0.826 1.951 0.888 0.0594 -0.1690 0.0045
```
Positions in Å, forces in eV/Å.

***

[2]
Entry from OMol25: a single C5H8O molecule (ωB97M-V/def2-TZVPD).

## Properties
E_tot, eV: -7357.8412
2S+1: 1
Orbital gap, hartree: 0.3259

Geometry as XYZ:
```
14
Properties=species:S:1:pos:R:3:forces:R:3
C -0.086 -0.627 -0.578 -0.9772 1.1787 1.2508
C 0.681 0.265 -0.001 -0.2326 0.3463 0.2197
H -1.901 -0.292 1.227 0.5074 -0.2236 -0.4737
H 2.552 0.528 0.962 0.0249 -0.0269 -0.2542
C 2.147 0.587 -0.058 0.0760 -0.1172 -0.1033
H -1.821 -1.126 -1.737 -0.0505 -0.3971 -0.2612
H -1.481 -2.208 -0.297 -0.1338 -0.3061 -0.3131
H 0.188 0.957 1.745 0.1622 0.1118 0.1070
H 2.249 1.633 -0.374 0.0371 -0.2266 0.0222
O 0.052 1.219 0.828 0.9492 1.1505 0.7121
H -2.148 0.810 -0.191 0.4765 -0.4026 -0.2185
C -1.741 -0.141 0.155 -0.0695 -0.4164 -0.3507
H 2.737 -0.049 -0.718 -0.1722 -0.0522 0.0407
C -1.433 -1.220 -0.733 -0.5974 -0.6186 -0.3779
```
Positions in Å, forces in eV/Å.

***

[3]
Entry from OMol25: a 2-piece molecular cluster, C5H8O overall (ωB97M-V/def2-TZVPD).

## Properties
E_tot, eV: -7359.2968
2S+1: 1
Orbital gap, hartree: 0.3661

Geometry as XYZ:
```
14
Properties=species:S:1:pos:R:3:forces:R:3
H -1.145 -0.798 1.769 -0.1484 -0.0776 -0.0917
H -1.689 -0.089 0.526 -0.0694 -0.9093 0.5055
H 1.093 -0.571 -1.996 -0.0148 -0.2235 -0.0594
C 1.058 0.356 0.789 0.4240 0.2152 0.2529
H -0.579 -1.148 -1.791 0.1426 0.1120 0.0811
C 1.884 0.480 1.659 -0.3023 -0.0253 -0.3224
H -1.362 1.208 -1.446 -0.0124 -0.0131 0.1559
C 0.347 -0.900 -1.266 0.0696 0.0317 -0.1214
O -1.568 -0.978 0.919 -0.7576 -0.0747 0.5469
H 2.633 0.628 2.406 -0.1884 -0.0998 -0.0942
H 0.718 -1.802 -0.773 -0.1105 0.2812 0.0335
C 0.147 0.259 -0.324 0.3247 0.6580 -0.4727
H -0.798 2.114 0.085 -0.0119 -0.1019 -0.0558
C -0.739 1.241 -0.557 0.6547 0.2270 -0.3582
```
Positions in Å, forces in eV/Å.

***

[4]
Entry from OMol25: C5H8O2 as an isolated structure (ωB97M-V/def2-TZVPD).

## Properties
E_tot, eV: -9407.9529
2S+1: 1
Orbital gap, hartree: 0.3629

Geometry as XYZ:
```
15
Properties=species:S:1:pos:R:3:forces:R:3
O -0.366 1.563 -0.307 0.0022 0.1464 -0.3547
O 0.640 -1.865 -0.874 0.1021 0.5421 -0.3521
H -1.752 -1.476 -0.560 0.0782 0.1493 0.2946
H -2.045 0.027 -1.388 0.1509 -0.0866 0.3375
C -1.789 -0.395 -0.397 0.0731 -0.0105 0.2637
H 2.712 -0.548 0.294 -0.0982 0.1148 0.2017
C -0.408 0.172 -0.045 -0.0298 -0.1697 0.0783
C 0.718 -0.687 -0.603 0.2330 -0.3303 -0.4037
H 0.654 1.079 1.748 -0.0863 -0.1120 -0.1126
C 0.688 0.144 1.189 -0.4015 0.0203 0.2159
H 2.026 1.026 -0.313 0.0231 -0.1829 0.1096
H 0.739 -0.723 1.852 -0.4454 0.0819 -0.2544
C 1.817 0.043 0.111 0.0869 -0.0938 -0.1312
H -2.611 -0.138 0.273 0.2278 0.0153 0.1400
H -1.022 1.779 -0.979 0.0840 -0.0844 -0.0324
```
Positions in Å, forces in eV/Å.

***

[5]
Entry from OMol25: a 2-piece molecular cluster, C5H8O2 overall (ωB97M-V/def2-TZVPD).

## Properties
E_tot, eV: -9403.4949
2S+1: 1
Orbital gap, hartree: 0.3698

Geometry as XYZ:
```
15
Properties=species:S:1:pos:R:3:forces:R:3
H 3.471 -0.890 0.530 0.2511 -0.0316 0.9398
H -0.994 -0.569 1.437 0.2631 -0.8798 0.7983
H -3.565 0.636 -1.201 0.3519 -0.3220 -0.0699
C 1.816 0.330 -0.085 0.4163 -1.4276 0.0701
C -1.930 -0.561 0.925 0.8586 1.0888 -1.6326
C 0.969 1.239 0.172 0.5018 -0.1569 -0.0220
H 0.975 -0.358 0.242 -0.5898 0.2872 -0.0146
O -1.839 -0.780 -0.509 1.3038 -1.3392 -0.4049
H 3.701 0.607 -0.438 1.2678 -0.3476 -0.1710
H -2.839 -0.987 1.182 -1.3313 -0.3946 1.5994
C -1.941 0.509 -0.059 -3.4565 -0.0113 -1.3524
C 3.156 -0.316 -0.310 -0.7230 0.6988 -1.1758
O -3.183 1.098 -0.452 0.8711 0.5721 0.9647
H -1.071 1.060 -0.262 0.5604 1.2616 0.0902
H 3.274 -1.019 -1.172 -0.5454 1.0020 0.3808
```
Positions in Å, forces in eV/Å.

***

[6]
Entry from OMol25: a single C5H8O2 molecule (ωB97M-V/def2-TZVPD).

## Properties
E_tot, eV: -9407.4820
2S+1: 1
Orbital gap, hartree: 0.3757

Geometry as XYZ:
```
15
Properties=species:S:1:pos:R:3:forces:R:3
H 1.368 2.247 0.805 0.1475 -0.1203 0.0040
H -0.101 0.855 2.132 -0.3435 0.1091 -0.3109
C -0.296 1.165 -0.138 -0.0313 0.2038 0.1179
O -0.509 0.420 -1.309 -0.0516 0.1094 -0.0422
H 1.895 0.834 -0.239 -0.1473 -0.0092 0.1528
C 0.125 0.461 1.142 -0.0574 0.2243 0.0466
H -0.979 2.010 -0.119 0.1917 -0.1126 0.0991
C 1.110 1.296 0.354 0.2457 0.1172 0.0024
H -0.447 -1.457 -2.082 -0.1306 0.0788 0.1548
H -0.755 -2.524 0.243 0.2322 0.1154 -0.1477
H -1.702 -1.011 0.199 0.0556 -0.2487 0.0492
C -0.691 -1.441 0.122 -0.0230 -0.0929 -0.1953
H 0.993 -1.004 -1.140 -0.2172 -0.1387 -0.0543
O 0.123 -0.937 1.166 0.1468 0.0057 0.0741
C -0.105 -0.935 -1.186 -0.0175 -0.2413 0.0496
```
Positions in Å, forces in eV/Å.

***

[7]
Entry from OMol25: a single C5H8O2 molecule (ωB97M-V/def2-TZVPD).

## Properties
E_tot, eV: -9406.9187
2S+1: 1
Orbital gap, hartree: 0.4054

Geometry as XYZ:
```
15
Properties=species:S:1:pos:R:3:forces:R:3
O -0.112 0.015 0.224 -0.0693 -0.1072 0.0326
C 0.015 -1.383 0.114 -0.0047 -0.3618 -0.0920
C 0.186 0.633 -1.015 0.0084 0.0940 -0.2322
H -1.286 -3.336 3.004 0.1370 0.0566 -0.1092
C -0.869 -2.770 2.202 0.1216 0.4209 -0.2656
C -0.438 -2.083 1.313 -0.2009 -0.3486 0.4908
H -0.614 -1.777 -0.703 0.1829 0.2445 -0.0545
H 0.303 2.666 -1.724 -0.0190 -0.1229 0.1380
C 0.095 2.128 -0.793 -0.2327 -0.1032 -0.2920
O 1.038 2.549 0.163 -0.0295 -0.0799 0.2726
H 1.060 -1.641 -0.114 -0.1168 -0.0663 0.0566
H 0.890 1.982 0.933 0.1461 0.1628 -0.0175
H -0.536 0.296 -1.773 0.0736 0.1197 0.0014
H 1.200 0.357 -1.349 -0.1341 0.0405 0.0908
H -0.933 2.365 -0.480 0.1376 0.0509 -0.0198
```
Positions in Å, forces in eV/Å.

***

[8]
Entry from OMol25: a single C5H8O2 molecule (ωB97M-V/def2-TZVPD).

## Properties
E_tot, eV: -9405.0597
2S+1: 1
Orbital gap (alpha / beta), hartree: 0.2954 / 0.2955

Geometry as XYZ:
```
15
Properties=species:S:1:pos:R:3:forces:R:3
H 2.497 1.013 0.145 0.1032 -0.1382 0.0826
H 0.169 -0.198 1.537 -0.0857 0.0138 -0.1497
C -1.820 0.390 -0.181 -0.0996 -0.1313 0.1025
C 1.457 -0.598 -0.163 -0.2952 -0.2491 -0.1397
H -0.758 -0.888 -1.005 0.1498 -0.0319 -0.0233
H 1.609 -1.660 0.051 -0.0690 0.1260 -0.0103
H -0.116 1.622 -0.950 -0.0795 -0.0713 0.1184
O 2.564 0.082 0.394 0.0658 0.2828 -0.0377
H 1.422 -0.478 -1.260 0.0126 -0.0030 0.1780
C -1.379 -0.956 -0.014 -0.2897 0.1460 -0.0186
O -1.836 -2.033 0.371 0.0740 0.1327 -0.0886
C 0.161 -0.113 0.450 0.3611 0.0970 0.1106
H -0.622 1.885 0.737 0.0061 -0.0752 -0.0991
H -2.825 0.799 -0.056 0.1179 -0.0763 0.0628
C -0.523 1.134 -0.057 0.0281 -0.0220 -0.0880
```
Positions in Å, forces in eV/Å.

***

[9]
Entry from OMol25: a 3-piece molecular cluster, C5H8O2 overall (ωB97M-V/def2-TZVPD).

## Properties
E_tot, eV: -9405.0300
2S+1: 1
Orbital gap, hartree: 0.3616

Geometry as XYZ:
```
15
Properties=species:S:1:pos:R:3:forces:R:3
C -1.146 0.215 1.834 0.1837 -0.2680 0.0655
H 2.636 -0.817 -1.318 -0.1523 0.0719 0.0999
C 1.740 -0.504 -0.773 0.0375 -0.3156 -0.1696
H -1.342 -1.091 -1.926 -0.0313 0.1397 0.0055
C 1.863 0.400 0.414 -0.0649 0.2207 -0.1490
C 1.401 0.953 -0.659 0.1002 0.0223 0.2555
H -2.239 0.191 2.017 0.1223 -0.0100 -0.0136
H 0.940 -1.254 -0.794 0.1161 0.1371 0.0326
O -1.582 0.718 -1.043 -0.1458 -0.5591 -0.0498
H -0.722 1.195 1.551 0.0297 -0.1108 0.0539
H 2.121 0.445 1.460 -0.0266 0.0167 -0.1742
O -0.469 -0.779 1.924 -0.3507 0.4267 -0.0095
H 0.989 1.805 -1.176 0.0717 -0.1302 0.1085
H -2.409 -1.006 -0.388 0.0649 0.0392 -0.0715
C -1.780 -0.470 -1.124 0.0453 0.3194 0.0157
```
Positions in Å, forces in eV/Å.

***

[10]
Entry from OMol25: a 2-piece molecular cluster, C5H8O2 overall (ωB97M-V/def2-TZVPD).

## Properties
E_tot, eV: -9406.7753
2S+1: 1
Orbital gap, hartree: 0.3824

Geometry as XYZ:
```
15
Properties=species:S:1:pos:R:3:forces:R:3
H 1.313 -0.175 -1.035 -0.4450 0.0086 0.3712
H 1.250 1.425 0.645 0.5682 0.3977 -0.1668
C -0.862 -0.365 -0.673 -0.5222 -0.4515 -0.4905
C -0.374 0.356 0.588 0.1860 0.1670 -0.4228
O -0.214 -1.395 2.391 -0.0226 0.6042 -0.7187
C 0.358 0.349 -0.934 -0.3455 -0.3123 0.4229
H 1.031 2.714 -0.090 0.2521 0.1187 0.0344
C -0.563 -1.724 -0.063 -0.1932 -0.4620 -0.0821
H 0.329 1.184 -1.650 -0.2590 0.0185 1.0975
H -1.436 -2.366 -0.032 0.0404 -0.3398 0.2623
O 1.731 2.085 0.119 0.5984 0.9102 0.6581
H 0.308 -2.235 -0.484 -0.2815 -0.0778 -0.0845
C -0.271 -1.001 1.253 0.2597 -0.0775 -0.0559
H -1.776 -0.062 -1.152 -0.2224 -0.3259 -0.1599
H -0.825 1.211 1.116 0.3866 -0.1780 -0.6652
```
Positions in Å, forces in eV/Å.

***

[11]
Entry from OMol25: a single C5H8O2 molecule (ωB97M-V/def2-TZVPD).

## Properties
E_tot, eV: -9407.1072
2S+1: 1
Orbital gap, hartree: 0.3985

Geometry as XYZ:
```
15
Properties=species:S:1:pos:R:3:forces:R:3
C 0.162 0.502 -0.226 -0.0351 0.0011 0.1221
C 1.272 1.472 0.146 0.1976 0.0659 -0.3232
H 1.448 2.288 -0.562 -0.0468 0.0072 0.1043
O 0.533 1.874 1.314 0.0997 0.1580 0.1622
H -1.469 1.516 0.718 0.1418 -0.0301 0.2291
H -0.777 0.268 1.812 0.1470 0.1164 -0.0059
O -0.622 0.418 -1.385 -0.3114 0.0507 -0.2015
C -0.554 0.983 1.012 -0.2759 -0.1810 0.1538
H -1.558 -1.530 0.187 0.0779 -0.0938 -0.1176
H -0.054 -2.400 0.500 -0.0007 0.2931 -0.3526
H 0.805 -0.940 -1.731 0.5246 -0.5688 0.4961
C -0.653 -1.918 -0.291 -0.1280 0.1027 -0.1888
H -0.937 -2.693 -1.007 -0.0125 0.1410 0.0170
H 2.226 1.005 0.428 -0.2052 0.0610 -0.1449
C 0.086 -0.762 -0.940 -0.1731 -0.1234 0.0499
```
Positions in Å, forces in eV/Å.

***

[12]
Entry from OMol25: C5H8O2 as an isolated structure (ωB97M-V/def2-TZVPD).

## Properties
E_tot, eV: -9403.6598
2S+1: 1
Orbital gap (alpha / beta), hartree: 0.2506 / 0.3128

Geometry as XYZ:
```
15
Properties=species:S:1:pos:R:3:forces:R:3
O 0.795 -1.657 -0.328 -1.4899 -1.0964 -0.1490
H 2.195 1.031 -1.116 -0.6053 -0.7940 1.8316
H -1.787 -1.248 1.135 -0.2683 0.2052 0.0883
C 0.640 -0.327 -0.160 1.2649 1.2339 -0.0259
H 1.730 1.392 0.543 0.1009 1.7024 2.0311
C -0.671 0.175 -0.175 -3.1849 1.4212 -0.2054
C -2.037 -0.066 -1.085 1.5724 -1.5559 -0.4011
O -2.942 0.060 -0.020 0.7521 0.3757 0.6485
H -0.155 -2.017 -0.365 2.1170 0.3847 -0.0013
H -1.700 0.486 1.698 -0.8707 -0.1356 0.2522
H -0.689 1.233 -0.018 0.5234 0.8660 -0.3366
H -2.134 -1.114 -1.503 0.0748 0.8422 -0.1275
C 1.949 0.586 -0.047 -2.6546 -2.4913 -5.1521
H 2.714 -0.119 0.100 1.3581 -0.2989 1.1180
C -1.859 -0.187 0.856 1.3101 -0.6589 0.4293
```
Positions in Å, forces in eV/Å.

***

[13]
Entry from OMol25: C5H8O2 as an isolated structure (ωB97M-V/def2-TZVPD).

## Properties
E_tot, eV: -9406.7365
2S+1: 1
Orbital gap, hartree: 0.3166

Geometry as XYZ:
```
15
Properties=species:S:1:pos:R:3:forces:R:3
C -1.674 -0.463 -0.119 -0.4615 0.2098 0.5594
H 0.991 -1.300 1.056 -0.1669 0.0724 -0.2299
C -0.260 -0.264 -0.431 -0.2692 0.6962 0.4240
H -1.999 -0.919 0.792 -0.0321 -1.3641 0.2090
H -2.202 -0.758 -1.033 -0.0844 0.0722 0.4886
H 1.143 -0.597 -1.735 -0.5098 0.2951 0.0646
C 0.813 -0.290 0.639 -0.1715 0.2272 0.0856
C 2.183 0.189 0.206 0.0826 -0.0199 -0.2925
C -1.595 1.013 0.108 1.8172 -0.2690 -1.6974
H -2.215 1.686 -0.470 0.4323 -0.0428 -0.4037
H 0.478 0.327 1.469 0.1806 -0.0433 0.1952
H 2.819 0.601 1.014 -0.0448 -0.0428 -0.0483
H -1.291 1.420 1.069 -0.0968 -0.4074 -0.0815
O 2.632 0.110 -0.919 -0.3017 0.0302 0.5372
O 0.178 -0.755 -1.647 -0.3738 0.5862 0.1896
```
Positions in Å, forces in eV/Å.

***

[14]
Entry from OMol25: C5H8O2 as an isolated structure (ωB97M-V/def2-TZVPD).

## Properties
E_tot, eV: -9406.8508
2S+1: 1
Orbital gap, hartree: 0.3097

Geometry as XYZ:
```
15
Properties=species:S:1:pos:R:3:forces:R:3
H -0.156 -1.797 1.525 0.0816 -0.1555 0.0381
C -0.044 -0.106 0.199 -3.2428 -0.4062 -4.2435
H -1.765 0.681 -1.115 0.3943 -0.4637 0.0748
C -0.664 -0.854 1.343 0.3793 0.0906 -0.1647
H -1.357 1.576 0.347 -0.2449 0.2468 -0.1505
H 0.774 -1.792 -0.737 0.4498 -0.2049 -0.0870
H -0.272 1.700 -1.004 -0.3235 -0.1555 -0.1625
C -0.935 1.001 -0.482 1.1622 1.4076 2.1565
C 1.685 0.688 0.952 1.5648 2.9887 0.9617
C 0.557 -0.734 -0.839 0.9605 -1.5558 0.9406
O 1.182 -0.123 -1.881 -0.8307 0.2655 0.2048
H 1.600 -0.770 -2.457 -0.0846 -0.0653 0.1504
O 1.694 1.835 0.756 -0.1412 -2.0304 0.1310
H -1.717 -1.049 1.144 -0.0519 0.0319 0.0586
H -0.580 -0.256 2.250 -0.0729 0.0064 0.0919
```
Positions in Å, forces in eV/Å.

***

[15]
Entry from OMol25: a single C5H8O2 molecule (ωB97M-V/def2-TZVPD).

## Properties
E_tot, eV: -9407.9443
2S+1: 1
Orbital gap, hartree: 0.3657

Geometry as XYZ:
```
15
Properties=species:S:1:pos:R:3:forces:R:3
O -0.974 1.754 0.231 -0.0777 -0.1189 0.0592
C 0.028 1.154 -0.461 0.3830 0.0056 -0.1795
H 0.522 -0.724 -1.399 -0.0807 0.1140 0.0683
O -1.249 -0.920 -0.339 0.0179 -0.1668 0.1450
C 1.241 1.692 -0.573 -0.1941 -0.0224 0.0176
C -0.707 -1.624 0.707 0.0970 -0.0866 0.1605
H 2.008 1.183 -1.149 -0.1401 0.0618 0.1159
C 0.346 -1.299 1.451 -0.0853 -0.0104 -0.0933
H 0.907 -0.380 1.321 -0.0468 -0.1622 -0.0477
H 1.482 2.639 -0.105 -0.0533 -0.0759 -0.0850
H 0.651 -1.972 2.246 -0.1032 0.0865 -0.1612
H -1.670 1.092 0.365 0.0536 0.1307 -0.0016
H -0.943 0.078 -2.037 0.1121 0.0187 0.0757
H -1.276 -2.534 0.875 0.0214 0.1409 0.0463
C -0.365 -0.138 -1.133 0.0963 0.0849 -0.1201
```
Positions in Å, forces in eV/Å.

***

[16]
Entry from OMol25: a single C5H8O2 molecule (ωB97M-V/def2-TZVPD).

## Properties
E_tot, eV: -9405.1950
2S+1: 1
Orbital gap, hartree: 0.3457

Geometry as XYZ:
```
15
Properties=species:S:1:pos:R:3:forces:R:3
C -0.118 1.871 -1.943 -0.1664 -0.1940 0.4387
H 1.916 -1.371 1.132 -0.0496 0.1287 -0.0965
H -1.287 1.532 0.374 0.1024 -0.1753 -0.0690
H -0.895 -1.353 -1.349 -0.0382 -0.1315 0.1213
H 1.443 -1.070 -0.538 0.0394 0.0905 0.1218
C 0.208 -0.092 0.941 0.1084 -0.0227 0.1028
H -1.881 -0.871 1.184 0.1197 0.0167 -0.1367
O -0.369 0.741 -1.345 0.1563 0.1937 -0.2247
C -1.073 -0.738 0.468 -0.1300 0.0826 0.2270
H -0.283 2.667 -1.161 0.0501 -0.0405 -0.1768
C 1.539 -0.606 0.446 0.0197 -0.0309 -0.0329
C -0.736 0.656 0.037 -0.0499 0.1754 0.0738
H 2.282 0.195 0.382 -0.1214 -0.0949 0.0027
H 0.202 0.266 1.969 -0.0304 -0.0560 -0.1559
O -1.016 -1.756 -0.477 -0.0100 0.0584 -0.1955
```
Positions in Å, forces in eV/Å.

***

Sequential energy above the lowest of the compared OMol25 structures with the same formula, charge and spin output: 93.5 101.8 68.2 43.3 146.1 54.2 67.2 110.1 110.7 70.5 62.8 142.3 71.4 68.8 43.5 106.9 kcal per mole